Record 1
{"formula": "C29H59ClN4PtSi2", "method": "the ωB97M-V functional and the def2-TZVPD basis", "species": ["Pt", "Cl", "C", "C", "N", "H", "N", "H", "C", "C", "C", "H", "H", "H", "H", "H", "H", "C", "H", "H", "H", "C", "C", "H", "H", "C", "H", "C", "H", "H", "H", "H", "H", "C", "H", "C", "N", "H", "N", "H", "C", "C", "C", "H", "H", "H", "H", "H", "H", "C", "H", "H", "H", "C", "C", "H", "H", "C", "H", "C", "H", "H", "H", "H", "H", "C", "H", "C", "C", "Si", "C", "C", "C", "Si", "C", "C", "C", "H", "H", "H", "H", "H", "H", "H", "H", "H", "H", "H", "H", "H", "H", "H", "H", "H", "H", "H"], "positions_angstrom": [[0.081, -0.238, 0.582], [-0.012, 0.098, -1.813], [2.292, -3.662, -0.341], [1.390, -1.632, -0.055], [1.116, -2.938, -0.322], [4.372, -2.957, -0.135], [2.746, -1.533, -0.096], [2.302, -4.736, -0.480], [-0.234, -3.564, -0.448], [-0.067, -5.018, -0.845], [-1.000, -3.498, 0.862], [0.427, -5.601, -0.057], [-1.062, -5.457, -1.003], [0.492, -5.108, -1.784], [-1.990, -3.437, -1.698], [-0.487, -2.866, -2.481], [-0.977, -2.485, 1.294], [-1.046, -2.891, -1.541], [-0.584, -4.195, 1.597], [-2.057, -3.760, 0.693], [-1.306, -1.861, -1.283], [3.303, -2.799, -0.174], [3.600, 0.143, 1.525], [3.951, -0.673, 2.168], [4.287, 0.995, 1.636], [3.573, -0.296, 0.068], [3.608, 1.739, -0.628], [4.994, -0.598, -0.373], [5.017, -0.976, -1.402], [2.611, 0.463, 1.865], [1.987, 1.024, -0.624], [5.489, -1.309, 0.298], [5.574, 0.334, -0.345], [3.044, 0.815, -0.811], [3.126, 0.548, -1.868], [-3.235, 2.748, -0.732], [-2.761, 1.559, -0.210], [-2.166, 4.649, -1.007], [-1.129, 2.951, -0.161], [-4.253, 2.866, -1.062], [-3.583, 0.317, -0.207], [-5.003, 0.670, 0.178], [-3.569, -0.242, -1.625], [-5.484, 1.301, -0.574], [-5.582, -0.259, 0.248], [-5.040, 1.163, 1.156], [-3.635, -1.601, 0.727], [-3.061, -0.299, 1.810], [-2.540, -0.314, -2.003], [-3.039, -0.679, 0.780], [-4.147, 0.411, -2.288], [-4.029, -1.240, -1.636], [-1.993, -0.949, 0.525], [-2.213, 3.616, -0.705], [0.893, 3.460, -1.429], [0.383, 4.114, -2.144], [1.942, 3.779, -1.360], [0.221, 3.584, -0.068], [2.070, 3.334, 0.990], [0.049, 5.051, 0.255], [-0.530, 5.198, 1.172], [0.850, 2.430, -1.802], [1.085, 1.845, 0.935], [-0.418, 5.592, -0.570], [1.043, 5.490, 0.412], [1.038, 2.948, 1.031], [0.625, 3.176, 2.024], [-1.479, 1.691, 0.165], [-1.229, -2.614, 4.121], [0.300, -1.565, 3.804], [0.995, -1.001, 5.466], [1.619, -2.751, 3.186], [0.070, -0.017, 2.651], [-1.047, 1.200, 3.712], [0.156, 2.209, 4.775], [-2.141, 2.569, 3.010], [-2.316, 0.366, 4.832], [-0.874, -3.575, 4.526], [-1.817, -2.836, 3.222], [-1.906, -2.178, 4.864], [1.367, -1.908, 5.972], [1.849, -0.320, 5.338], [0.263, -0.522, 6.131], [1.817, -3.466, 3.999], [1.308, -3.327, 2.308], [2.558, -2.239, 2.950], [1.016, 0.556, 2.751], [0.872, 2.775, 4.163], [-0.437, 2.938, 5.348], [0.725, 1.603, 5.489], [-2.982, 2.177, 2.427], [-2.567, 3.110, 3.871], [-1.600, 3.302, 2.403], [-2.965, -0.328, 4.281], [-1.873, -0.166, 5.683], [-2.959, 1.161, 5.241]], "lowdin_spin": [1.785, 0.184, 0.053, 0.145, 0.037, 0.027, 0.041, 0.026, 0.005, 0.126, 0.035, 0.032, 0.040, 0.022, 0.023, 0.006, 0.009, 0.018, 0.011, 0.036, 0.000, 0.054, 0.037, 0.013, 0.044, 0.006, 0.022, 0.128, 0.026, 0.003, 0.002, 0.029, 0.040, 0.019, 0.009, 0.006, 0.010, 0.002, 0.011, 0.001, 0.002, 0.031, 0.016, 0.003, 0.022, 0.003, 0.022, 0.001, 0.002, 0.020, 0.002, 0.019, 0.004, 0.006, 0.018, 0.003, 0.019, 0.002, 0.024, 0.034, 0.004, 0.002, 0.003, 0.004, 0.021, 0.017, 0.001, 0.111, 0.027, 0.051, 0.028, 0.014, 0.172, 0.038, 0.021, 0.007, 0.011, 0.012, 0.006, 0.003, 0.005, 0.008, 0.001, 0.010, 0.002, 0.005, 0.012, 0.010, 0.003, 0.002, 0.001, 0.001, 0.001, 0.005, 0.001, 0.002], "charge": -2, "e_tot_ev": -68512.549, "e_above_lowest_kcal_mol": 0.0, "multiplicity": 5, "homo_lumo_gap_ev": [1.62, 6.80]}

---

Record 2
{"formula": "C29H59CuO28", "method": "the ωB97M-V functional and the def2-TZVPD basis", "species": ["Cu", "C", "C", "O", "H", "H", "H", "H", "H", "C", "O", "C", "O", "O", "C", "H", "H", "H", "H", "H", "H", "C", "O", "C", "O", "O", "C", "H", "H", "H", "H", "H", "H", "C", "O", "C", "O", "O", "C", "H", "H", "H", "H", "H", "H", "C", "O", "C", "O", "O", "C", "H", "H", "H", "H", "H", "H", "C", "O", "C", "O", "O", "C", "H", "H", "H", "H", "H", "H", "C", "O", "C", "O", "O", "C", "H", "H", "H", "H", "H", "H", "C", "O", "C", "O", "O", "C", "H", "H", "H", "H", "H", "H", "C", "O", "C", "O", "O", "C", "H", "H", "H", "H", "H", "H", "C", "O", "C", "O", "O", "C", "H", "H", "H", "H", "H", "H"], "positions_angstrom": [[-1.279, -3.558, -1.141], [1.038, 0.197, -0.045], [-0.327, -0.465, 0.180], [-0.369, -1.718, -0.391], [0.973, 1.288, -0.084], [1.578, -0.225, -0.891], [1.645, -0.012, 0.847], [-1.093, 0.203, -0.257], [-0.599, -0.379, 1.250], [-0.343, -8.199, -0.500], [0.639, -7.488, 0.265], [0.547, -6.162, 0.226], [-0.375, -5.493, -0.158], [1.647, -5.661, 0.706], [1.737, -4.233, 0.778], [-0.082, -8.061, -1.546], [-1.338, -7.844, -0.231], [-0.358, -9.257, -0.248], [2.760, -4.074, 1.107], [1.007, -3.930, 1.530], [1.593, -3.567, -0.074], [-3.665, -2.628, 1.812], [-3.748, -2.139, 0.481], [-4.961, -1.926, -0.012], [-5.989, -2.255, 0.480], [-4.905, -1.326, -1.218], [-3.707, -0.961, -1.881], [-3.884, -1.896, 2.593], [-2.600, -2.827, 1.929], [-4.286, -3.494, 2.028], [-3.137, -0.207, -1.323], [-3.855, -0.343, -2.767], [-2.981, -1.756, -2.051], [0.518, 3.328, 2.779], [0.063, 4.548, 2.160], [0.444, 5.645, 2.787], [0.949, 5.763, 3.874], [0.011, 6.684, 2.084], [-0.004, 7.973, 2.717], [1.603, 3.400, 2.778], [0.220, 2.466, 2.187], [0.051, 3.227, 3.755], [0.722, 8.128, 3.508], [-1.040, 8.080, 3.033], [0.230, 8.680, 1.922], [3.357, 1.313, -2.286], [4.490, 1.587, -3.088], [5.179, 0.552, -3.552], [4.983, -0.609, -3.300], [6.138, 1.026, -4.311], [7.060, 0.112, -4.939], [2.950, 2.244, -1.901], [3.602, 0.575, -1.522], [2.557, 0.871, -2.891], [8.049, 0.233, -4.514], [6.968, 0.263, -6.011], [6.680, -0.891, -4.746], [-0.214, -1.853, 3.989], [-0.761, -0.614, 4.388], [-0.010, 0.178, 5.136], [1.174, 0.056, 5.332], [-0.804, 1.080, 5.704], [-0.260, 2.123, 6.501], [0.792, -1.725, 3.594], [-0.747, -2.274, 3.137], [-0.224, -2.578, 4.802], [0.574, 1.829, 7.135], [-1.047, 2.297, 7.242], [-0.201, 3.047, 5.932], [-2.987, 1.442, 2.951], [-3.273, 1.757, 1.595], [-4.520, 1.726, 1.124], [-5.510, 1.626, 1.805], [-4.478, 1.893, -0.185], [-5.692, 1.893, -0.908], [-3.706, 0.835, 3.492], [-2.582, 2.213, 3.612], [-2.047, 0.912, 2.764], [-6.495, 1.206, -0.627], [-5.466, 1.551, -1.915], [-6.180, 2.868, -0.867], [4.593, 1.897, 1.448], [4.265, 0.632, 2.061], [4.472, -0.472, 1.344], [4.943, -0.509, 0.247], [4.235, -1.550, 2.075], [3.385, -1.501, 3.230], [3.682, 2.444, 1.212], [5.205, 1.874, 0.550], [5.125, 2.351, 2.283], [3.955, -1.140, 4.084], [3.143, -2.540, 3.447], [2.470, -0.953, 3.037], [-1.675, -1.546, -5.020], [-0.297, -1.602, -4.688], [0.313, -2.528, -3.965], [-0.310, -3.476, -3.551], [1.523, -2.045, -3.717], [2.340, -2.771, -2.810], [-2.298, -2.185, -4.392], [-1.722, -1.958, -6.029], [-1.980, -0.508, -4.933], [1.927, -2.654, -1.803], [3.282, -2.231, -2.693], [2.606, -3.770, -3.148], [-4.290, 3.457, -4.267], [-3.377, 2.586, -3.592], [-2.092, 2.532, -3.896], [-1.529, 3.265, -4.664], [-1.528, 1.620, -3.109], [-0.111, 1.534, -3.239], [-4.150, 3.366, -5.348], [-4.117, 4.474, -3.937], [-5.278, 3.018, -4.161], [0.296, 0.975, -2.399], [0.320, 2.533, -3.151], [0.281, 1.096, -4.156]], "lowdin_charge": [0.514, -0.086, -0.451, -0.322, 0.069, 0.052, 0.055, 0.082, 0.079, -0.020, 0.023, -0.619, 0.103, 0.043, -0.006, 0.104, 0.096, 0.095, 0.099, 0.097, 0.066, -0.027, -0.015, -0.609, 0.160, 0.009, -0.052, 0.099, 0.075, 0.101, 0.086, 0.090, 0.068, -0.001, 0.020, -0.638, 0.116, -0.003, -0.024, 0.099, 0.087, 0.074, 0.090, 0.099, 0.092, -0.049, 0.020, -0.621, 0.116, 0.012, -0.009, 0.100, 0.069, 0.082, 0.095, 0.094, 0.086, -0.031, -0.002, -0.612, 0.128, -0.005, -0.028, 0.058, 0.078, 0.110, 0.101, 0.096, 0.085, -0.039, 0.003, -0.609, 0.131, 0.013, -0.049, 0.101, 0.088, 0.068, 0.102, 0.079, 0.102, -0.010, -0.022, -0.640, 0.133, 0.004, -0.033, 0.083, 0.093, 0.099, 0.104, 0.093, 0.065, -0.015, -0.013, -0.591, 0.102, 0.026, -0.021, 0.084, 0.102, 0.089, 0.069, 0.081, 0.107, -0.020, -0.020, -0.630, 0.135, 0.007, -0.042, 0.096, 0.102, 0.088, 0.065, 0.102, 0.101], "charge": 0, "e_tot_ev": -132995.465, "e_above_lowest_kcal_mol": 9.8, "homo_lumo_gap_ev": 7.56}